(1)
Molecular formula: CH2N2O3
Method: DFT, ωB97M-V with the def2-TZVPD basis set

E_tot = -374.2038 Eh
Kohn-Sham gap (alpha / beta) = 8.06 / 8.71 eV
Energy relative to the best compared isomer or geometry (same formula, charge and spin) = 722.83 kJ/mol

ORCA input file:
```
! wB97M-V def2-TZVPD RIJCOSX def2/J DEFGRID3
* xyz 0 1
C -0.494 -0.076 -0.053
N -0.055 -1.182 1.477
N 0.450 -2.692 0.962
O -0.820 -1.104 2.407
O 1.350 -2.609 0.199
O -0.094 -3.613 1.393
H -1.161 0.633 0.363
H 0.333 0.282 -0.672
*
```

***

(2)
Molecular formula: C4H14NO2
Method: DFT, ωB97M-V with the def2-TZVPD basis set

E_tot = -365.8000 Eh
Kohn-Sham gap = 11.41 eV
Energy relative to the best compared isomer or geometry (same formula, charge and spin) = 80.59 kJ/mol

ORCA input file:
```
! wB97M-V def2-TZVPD RIJCOSX def2/J DEFGRID3
* xyz 1 1
C 0.205 0.240 -1.147
C 0.394 -0.293 0.258
C -0.802 -0.672 1.085
C -1.867 0.408 1.209
O -0.210 -1.024 2.339
N 1.185 0.715 1.070
H -0.020 -0.547 -1.855
H -0.593 0.972 -1.282
H 1.135 0.701 -1.460
H 1.086 -1.116 0.152
H -1.245 -1.578 0.683
H -2.698 0.242 0.522
H -2.299 0.390 2.209
H -1.521 1.435 1.063
H -0.817 -1.279 3.037
H 1.262 0.339 2.023
H 2.122 0.809 0.680
H 0.775 1.650 1.111
H 0.386 -0.235 -4.597
H 1.390 0.877 -4.704
O 0.974 0.299 -4.049
*
```

***

(3)
Molecular formula: C4H4ClNO2
Method: DFT, ωB97M-V with the def2-TZVPD basis set

E_tot = -820.2078 Eh
Kohn-Sham gap = 10.91 eV
Energy relative to the best compared isomer or geometry (same formula, charge and spin) = 106.07 kJ/mol

ORCA input file:
```
! wB97M-V def2-TZVPD RIJCOSX def2/J DEFGRID3
* xyz 0 1
C 0.231 0.167 0.192
C -1.129 -0.178 0.762
C 0.541 -0.712 -1.041
C 0.318 1.580 -0.317
H 1.967 -0.517 0.754
H -1.069 -1.217 1.252
H -1.332 0.511 1.543
H -0.268 -0.680 -1.750
N 0.399 2.569 -0.916
O 1.184 0.012 1.139
O 1.549 -1.386 -1.128
Cl -2.390 -0.149 -0.489
*
```

***

(4)
Molecular formula: C9H14N2O
Method: DFT, ωB97M-V with the def2-TZVPD basis set

E_tot = -536.0220 Eh
Kohn-Sham gap = 9.01 eV
Energy relative to the best compared isomer or geometry (same formula, charge and spin) = 162.07 kJ/mol

ORCA input file:
```
! wB97M-V def2-TZVPD RIJCOSX def2/J DEFGRID3
* xyz 0 1
C -0.459 -2.289 1.404
C -2.390 -2.453 0.511
C -0.519 -1.346 0.429
C 2.321 -1.218 -1.358
C 1.206 -0.508 -1.298
C -0.928 1.833 0.932
C 0.835 2.473 -0.757
C -0.146 1.384 -0.301
C 0.673 0.127 -0.065
N -1.636 -2.978 1.435
N -1.758 -1.441 -0.136
O 1.603 0.198 0.939
H 0.342 -2.527 2.073
H -3.391 -2.762 0.282
H 2.626 -1.711 -2.264
H 2.955 -1.331 -0.497
H 0.563 -0.417 -2.164
H -1.637 1.066 1.233
H -0.264 2.036 1.772
H -1.467 2.749 0.708
H 1.593 2.639 0.005
H 0.311 3.407 -0.940
H 1.339 2.166 -1.671
H -0.852 1.191 -1.116
H -2.122 -0.871 -0.881
H 1.202 0.584 1.725
*
```

***

(5)
Molecular formula: C40H95Cl10N5
Method: DFT, ωB97M-V with the def2-TZVPD basis set

E_tot = -6456.5782 Eh
Kohn-Sham gap = 8.27 eV

ORCA input file:
```
! wB97M-V def2-TZVPD RIJCOSX def2/J DEFGRID3
* xyz 0 1
C 3.538 -0.356 0.677
C 4.668 -1.196 1.298
N 5.055 -2.274 0.361
C 5.824 -1.824 -0.797
C 6.127 -2.856 -1.869
C 5.729 -3.365 1.055
C 6.934 -3.025 1.835
H 3.470 0.286 1.571
H 2.618 -0.863 0.406
H 3.869 0.262 -0.164
H 5.516 -0.569 1.774
H 4.143 -1.686 2.119
H 5.316 -0.967 -1.201
H 6.838 -1.568 -0.483
H 6.107 -2.377 -2.839
H 7.138 -3.323 -1.746
H 5.361 -3.601 -1.919
H 5.978 -4.056 0.195
H 5.049 -3.864 1.701
H 7.424 -3.951 2.136
H 6.769 -2.320 2.696
H 7.707 -2.490 1.214
C 3.779 3.956 4.847
C 3.704 3.205 3.578
N 3.442 4.015 2.417
C 2.161 4.755 2.547
C 2.390 6.221 2.429
C 3.585 3.423 1.081
C 5.030 3.346 0.565
H 2.879 4.553 4.926
H 4.585 4.631 4.914
H 3.909 3.210 5.631
H 4.562 2.566 3.389
H 2.908 2.458 3.707
H 1.446 4.390 1.806
H 1.622 4.385 3.448
H 2.854 6.352 1.490
H 1.482 6.779 2.561
H 3.101 6.391 3.238
H 3.049 4.003 0.269
H 3.278 2.389 1.064
H 5.490 4.328 0.567
H 5.063 2.935 -0.501
H 5.694 2.722 1.169
C -5.313 3.142 2.226
C -4.310 3.832 3.124
N -3.587 4.921 2.460
C -3.134 6.023 3.284
C -4.195 6.834 4.015
C -2.430 4.404 1.646
C -1.912 5.472 0.568
H -5.986 3.905 1.939
H -5.771 2.334 2.909
H -4.782 2.657 1.375
H -4.848 4.128 3.987
H -3.615 3.035 3.569
H -2.414 5.682 3.997
H -2.528 6.740 2.699
H -4.716 6.358 4.837
H -3.584 7.644 4.436
H -4.892 7.349 3.268
H -2.712 3.585 1.050
H -1.607 4.125 2.349
H -1.557 6.419 1.022
H -2.827 5.718 -0.054
H -1.116 4.988 -0.086
C -3.891 -4.631 -5.064
C -4.592 -4.722 -3.689
N -5.727 -3.785 -3.583
C -6.973 -4.534 -3.846
C -8.050 -3.598 -4.395
C -5.674 -2.809 -2.490
C -4.631 -1.723 -2.647
H -3.267 -3.713 -5.127
H -4.617 -4.533 -5.871
H -3.343 -5.575 -5.161
H -4.813 -5.718 -3.312
H -3.789 -4.479 -3.015
H -6.717 -5.252 -4.595
H -7.336 -4.965 -2.887
H -8.961 -4.168 -4.573
H -8.316 -2.896 -3.599
H -7.708 -3.025 -5.279
H -5.463 -3.278 -1.522
H -6.705 -2.424 -2.443
H -4.548 -1.030 -1.814
H -4.723 -1.000 -3.502
H -3.638 -2.141 -2.720
C 1.522 -3.030 -4.346
C 1.505 -2.555 -2.925
N 0.567 -1.452 -2.580
C -0.827 -1.810 -2.823
C -1.155 -3.119 -2.131
C 0.867 -0.191 -3.280
C 2.287 0.254 -3.285
H 1.525 -2.219 -5.067
H 0.792 -3.725 -4.510
H 2.387 -3.695 -4.634
H 1.278 -3.450 -2.292
H 2.531 -2.246 -2.623
H -1.378 -0.949 -2.396
H -0.991 -1.824 -3.936
H -0.706 -2.929 -1.101
H -2.259 -3.131 -2.034
H -0.742 -3.963 -2.693
H 0.369 0.594 -2.724
H 0.408 -0.176 -4.288
H 2.673 0.333 -2.283
H 2.282 1.251 -3.744
H 2.999 -0.351 -3.836
Cl -4.119 -5.011 1.620
C -2.330 -5.130 1.560
C -1.952 -6.429 0.879
Cl -2.391 -6.393 -0.877
H -2.047 -5.266 2.660
H -1.843 -4.246 1.104
H -2.390 -7.300 1.357
H -0.870 -6.535 0.933
Cl 1.619 -1.387 3.535
C -0.059 -0.998 4.154
C 0.033 0.235 5.040
Cl 0.109 1.777 4.072
H -0.425 -1.823 4.760
H -0.625 -0.861 3.259
H 0.904 0.124 5.733
H -0.876 0.389 5.598
Cl 0.249 3.658 -5.154
C -0.034 5.400 -4.815
C -0.347 5.509 -3.370
Cl -0.764 7.171 -2.989
H -0.958 5.701 -5.327
H 0.751 6.000 -5.120
H 0.537 5.110 -2.768
H -1.236 4.849 -3.169
Cl 2.731 -5.056 -0.072
C 2.048 -4.152 1.224
C 2.419 -4.805 2.588
Cl 0.989 -5.275 3.613
H 0.994 -3.920 1.091
H 2.541 -3.155 1.202
H 2.964 -4.110 3.260
H 3.029 -5.672 2.440
Cl -2.501 -0.895 1.353
C -2.019 0.773 0.829
C -0.631 0.716 0.412
Cl -0.030 2.215 -0.253
H -2.201 1.432 1.673
H -2.637 1.073 0.001
H -0.480 -0.112 -0.342
H 0.041 0.458 1.189
*
```

***

(6)
Molecular formula: C2H3NO3
Method: DFT, ωB97M-V with the def2-TZVPD basis set

E_tot = -358.3404 Eh
Kohn-Sham gap (alpha / beta) = 7.94 / 7.88 eV
Energy relative to the best compared isomer or geometry (same formula, charge and spin) = 496.87 kJ/mol

ORCA input file:
```
! wB97M-V def2-TZVPD RIJCOSX def2/J DEFGRID3
* xyz 0 1
C 1.322 0.163 -0.146
N -0.859 -0.712 -0.116
C -0.280 0.658 0.220
O 1.072 -1.014 -0.603
O 2.323 0.796 -0.003
O -0.461 1.022 1.408
H -0.974 -1.339 0.675
H -1.588 -0.896 -0.805
H -0.554 1.320 -0.630
*
```

***

Repeat the second record exactly.
Molecular formula: C4H14NO2
Method: DFT, ωB97M-V with the def2-TZVPD basis set

E_tot = -365.8000 Eh
Kohn-Sham gap = 11.41 eV
Energy relative to the best compared isomer or geometry (same formula, charge and spin) = 80.59 kJ/mol

ORCA input file:
```
! wB97M-V def2-TZVPD RIJCOSX def2/J DEFGRID3
* xyz 1 1
C 0.205 0.240 -1.147
C 0.394 -0.293 0.258
C -0.802 -0.672 1.085
C -1.867 0.408 1.209
O -0.210 -1.024 2.339
N 1.185 0.715 1.070
H -0.020 -0.547 -1.855
H -0.593 0.972 -1.282
H 1.135 0.701 -1.460
H 1.086 -1.116 0.152
H -1.245 -1.578 0.683
H -2.698 0.242 0.522
H -2.299 0.390 2.209
H -1.521 1.435 1.063
H -0.817 -1.279 3.037
H 1.262 0.339 2.023
H 2.122 0.809 0.680
H 0.775 1.650 1.111
H 0.386 -0.235 -4.597
H 1.390 0.877 -4.704
O 0.974 0.299 -4.049
*
```